# 1
# C33H41N7O6Pb

A molecular structure, C33H41N7O6Pb (ωB97M-V/def2-TZVPD, the Open Molecules 2025 dataset).

Summary:
Electronic energy in Ha: -2309.1788
Molar mass in g mol⁻¹: 838.934
Gap between HOMO and LUMO in eV: 7.47
Total charge: +2
Spin multiplicity: 1
Strongest force on any atom in eV Å⁻¹: 1.5

XYZ file:
```
88
C33H41N7O6Pb, DFT ωB97M-V/def2-TZVPD
Pb -0.8640 1.3949 0.8218
C 1.7292 6.4825 1.6186
N 0.9849 5.3679 2.1985
C 0.2185 5.6460 3.4120
C 0.9741 4.1489 1.6689
O 0.3673 3.1894 2.1708
C 1.7355 3.9483 0.3628
O 1.7382 2.5851 -0.0119
C 2.8276 1.8242 0.4747
C 2.3827 0.4610 0.9888
O 1.1797 0.1550 1.0968
N 3.3447 -0.3874 1.3341
C 2.9942 -1.6644 1.9558
C 4.7718 -0.1141 1.2067
H 1.4182 7.3974 2.1131
H 1.5304 6.5897 0.5523
H 2.8040 6.3643 1.7691
H -0.6358 6.2805 3.1719
H 0.8511 6.1527 4.1389
H -0.1350 4.7120 3.8330
H 2.7498 4.3484 0.4307
H 1.2174 4.4828 -0.4369
H 3.3347 2.3405 1.2958
H 3.5446 1.6916 -0.3394
H 1.9771 -1.6161 2.3285
H 3.6775 -1.8595 2.7798
H 3.0660 -2.4758 1.2317
H 5.0006 0.4650 0.3154
H 5.3008 -1.0604 1.1313
H 5.1503 0.4210 2.0804
C -5.3944 3.1542 3.3479
C -4.6782 2.6530 2.1412
O -3.5601 3.0067 1.8285
C -5.4255 1.6605 1.3058
C -5.0413 1.3971 -0.1122
C -5.1186 1.7827 -1.5211
N -4.6225 0.5285 0.6867
N -4.2427 -0.6763 0.9848
C -3.1747 -1.0275 1.7144
O -2.1276 -0.3404 1.8883
C -3.2652 -2.3788 2.2959
C -4.4153 -3.1591 2.1566
C -4.4889 -4.3908 2.7801
C -3.4244 -4.8499 3.5458
C -2.2844 -4.0723 3.6955
C -2.2004 -2.8425 3.0690
H -4.7311 3.7375 3.9802
H -6.2414 3.7752 3.0437
H -5.8019 2.3123 3.9113
H -6.4286 1.3993 1.6327
H -6.1384 1.6455 -1.8898
H -4.8737 2.8378 -1.6374
H -4.4465 1.1678 -2.1173
H -5.2397 -2.7931 1.5621
H -5.3835 -4.9907 2.6841
H -3.4879 -5.8171 4.0260
H -1.4701 -4.4230 4.3149
H -1.3248 -2.2167 3.1747
C 3.1359 -5.7502 -1.7033
C 3.1189 -4.5595 -2.6207
C 3.0982 -3.2621 -2.1280
C 3.0212 -2.1590 -2.9675
C 2.9359 -2.3394 -4.3430
N 2.8217 -1.2907 -5.2856
C 2.5282 0.0386 -5.1954
O 2.8421 0.8303 -6.0536
N 1.8507 0.5208 -4.0534
C 0.7551 0.0168 -3.3755
C 0.0729 -1.1592 -3.7023
C -0.9858 -1.5577 -2.9079
C -1.3516 -0.7978 -1.8110
N -0.7238 0.3418 -1.5058
C 0.2890 0.7377 -2.2751
C 3.0009 -3.6358 -4.8508
C 3.0954 -4.7232 -4.0036
H 3.5633 -5.5009 -0.7330
H 3.7035 -6.5715 -2.1377
H 2.1159 -6.1059 -1.5420
H 3.1438 -3.1023 -1.0574
H 3.0507 -1.1690 -2.5372
H 3.1619 -1.5215 -6.2079
H 1.9873 1.5164 -3.9703
H 0.3528 -1.7411 -4.5674
H -1.5275 -2.4641 -3.1385
H -2.1659 -1.0999 -1.1615
H 0.7774 1.6650 -2.0030
H 2.9784 -3.7885 -5.9237
H 3.1492 -5.7194 -4.4244
```



# 2
# C20H13NO

C20H13NO in the gas phase (ωB97M-V/def2-TZVPD, the Open Molecules 2025 dataset).

Summary:
Electronic energy in Ha: -899.8298
Molar mass in g mol⁻¹: 283.330
SMILES: OC1=c2ccc3c(c2CC=C1)-c1c(ccc2ccccc12)N=3
Energy above the lowest of the compared OMol25 structures with the same formula, charge and spin in kcal per mole: 37.2
Gap between HOMO and LUMO in eV: 6.17
Total charge: 0
Spin multiplicity: 1
Strongest force on any atom in eV Å⁻¹: 5.1

XYZ file:
```
35
C20H13NO, DFT ωB97M-V/def2-TZVPD
O -4.5070 -2.3577 0.7028
C -3.1978 -2.1138 0.4629
C -2.4927 -1.0338 0.8958
C -3.0662 -0.2013 1.8672
C -2.3701 0.8829 2.4160
C -1.1768 1.3261 1.8325
C -0.5710 0.4730 0.8870
C -1.1479 -0.7569 0.5055
C -0.2644 -1.9348 -0.0630
C -1.1594 -3.1334 -0.5435
C -2.5060 -3.1410 -0.3113
C 0.5653 1.1510 0.4125
C 0.6216 2.2377 1.2198
C 1.7648 3.0745 1.1620
C 2.7972 2.7528 0.2833
C 2.7361 1.7357 -0.6726
C 3.7014 1.4907 -1.6553
C 3.5410 0.5133 -2.6075
C 2.2056 -0.1348 -2.7918
C 1.2402 0.1798 -1.7981
C 1.5623 1.0284 -0.6555
N -0.4785 2.3961 2.0573
H -4.7538 -2.1944 1.6157
H -4.0403 -0.4635 2.3439
H -2.7572 1.5677 3.2103
H 0.3977 -1.7204 -0.8245
H 0.2796 -2.2730 0.7634
H -0.7393 -3.8972 -1.1760
H -3.0632 -3.8993 -0.9081
H 1.9068 3.8083 2.0296
H 3.6502 3.4219 0.0484
H 4.6487 2.0061 -1.7627
H 4.4068 0.1855 -3.2838
H 2.0519 -0.7809 -3.6988
H 0.2141 -0.1957 -1.9637
```



# 3
# C30H52AsNOP2Rb

A molecular structure, C30H52AsNOP2Rb (ωB97M-V/def2-TZVPD, the Open Molecules 2025 dataset).

Summary:
Electronic energy in Ha: -4246.7712
Molar mass in g mol⁻¹: 665.090
Energy above the lowest of the compared OMol25 structures with the same formula, charge and spin in kcal per mole: 10.9
Gap between HOMO and LUMO in eV: 3.55
Total charge: -1
Spin multiplicity: 1
Strongest force on any atom in eV Å⁻¹: 3.5

XYZ file:
```
88
C30H52AsNOP2Rb, DFT ωB97M-V/def2-TZVPD
Rb 0.0162 -2.1608 -0.5318
C -3.6314 -0.9100 -2.7343
C -4.0693 -0.6521 -1.2764
C -4.7592 -1.8802 -0.7365
P -2.5385 0.0015 -0.3476
C -3.2179 0.6152 1.3357
C -3.9362 1.9555 1.2334
C -2.0547 0.6073 2.3024
C -2.1966 1.4593 -1.3023
C -3.2720 2.1913 -1.8566
C -2.9972 3.2979 -2.6647
C -4.0659 4.0044 -3.4612
C -1.6713 3.7226 -2.7613
C -0.6250 3.0348 -2.1931
C -0.8477 1.8904 -1.3868
N 0.1664 1.1547 -0.7742
C 1.1777 1.8484 -0.2368
C 1.1090 3.2072 0.2605
C 2.2037 3.7933 0.8465
C 3.4227 3.1695 0.9816
C 4.6110 3.8757 1.5844
C 3.5415 1.8724 0.4807
C 2.4755 1.1746 -0.0743
P 2.7407 -0.4199 -0.7997
C 3.7103 -0.1723 -2.3602
C 4.5844 1.0526 -2.3582
C 2.6717 -0.1578 -3.4952
C 3.9805 -1.3727 0.2792
C 3.5671 -1.2007 1.7618
C 5.4414 -1.2860 -0.0602
H -4.5004 -0.9104 -3.4180
H -3.1138 -1.8838 -2.8089
H -2.9033 -0.1405 -3.0867
H -4.7920 0.1503 -1.2797
H -4.1101 -2.7163 -0.4046
H -5.4830 -2.3241 -1.4449
H -5.3554 -1.5874 0.1344
H -3.9047 -0.1963 1.5825
H -3.2954 2.7690 0.9023
H -4.3093 2.2432 2.2252
H -4.8118 1.9203 0.5501
H -1.3749 1.4699 2.1149
H -1.4616 -0.3300 2.2770
H -2.4802 0.7032 3.3216
H -4.2947 1.9525 -1.5522
H -4.9933 3.4193 -3.5026
H -3.7220 4.1388 -4.5256
H -4.2434 4.9863 -3.0481
H -1.4657 4.6538 -3.2778
H 0.4139 3.3237 -2.4336
H 0.1590 3.7527 0.3359
H 2.0409 4.8040 1.2639
H 4.1637 4.6700 2.2087
H 5.2089 4.3667 0.8234
H 5.2590 3.2272 2.2108
H 4.4866 1.3397 0.5231
H 4.2322 -1.1273 -2.5233
H 3.9188 1.8997 -2.4357
H 5.2812 0.9924 -3.2345
H 5.1951 1.1736 -1.4534
H 1.7883 0.4652 -3.2588
H 2.3384 -1.1857 -3.6621
H 3.1377 0.2124 -4.4141
H 3.6494 -2.3922 0.0337
H 3.8431 -0.1902 2.1592
H 4.1191 -1.9897 2.3088
H 2.4739 -1.3451 1.9455
H 5.7578 -0.2390 -0.3029
H 5.7404 -1.9510 -0.9091
H 6.0073 -1.5958 0.8535
C -1.5655 -1.9395 4.5617
As -0.9537 -3.2379 3.2219
C -2.4788 -4.2964 2.5911
C 0.1647 -4.4358 4.3020
O -0.2086 -2.4655 1.9002
H -1.8122 -2.4827 5.5011
H -2.4691 -1.4211 4.2353
H -0.7233 -1.2583 4.6738
H -3.2153 -4.4670 3.3835
H -2.2441 -5.3104 2.2104
H -2.9380 -3.6123 1.8306
H -0.5173 -4.8937 5.0673
H 0.9688 -3.8585 4.7762
H 0.6024 -5.2032 3.7089
C 0.7494 -5.1964 -1.5201
H -0.1453 -5.6120 -1.9945
H 1.2227 -5.8945 -0.7570
H 1.4269 -4.6601 -2.1451
```